(1)
73
Properties=species:S:1:pos:R:3:nbo_charge:R:1 method="wB97M-V/def2-TZVPD" lumo_energy_ev=0.49 fmax_ev_per_a=0.65
C -4.2742 -3.2942 -1.8595 -0.614
C -3.9943 -3.7919 -0.4466 -0.401
C -2.5278 -3.5700 -0.0447 -0.217
N -2.1660 -2.1625 -0.0571 -0.492
C -1.1569 -1.7581 -1.0180 -0.205
C 0.3181 -1.9358 -0.6162 -0.422
C 0.7531 -3.3840 -0.4271 -0.609
C -2.0282 -1.5464 1.2454 -0.224
C -3.4010 -1.2932 1.8835 -0.239
N -4.2537 -0.5928 0.9523 -0.610
C -4.6656 0.6722 1.1365 0.688
O -4.4698 1.2952 2.1667 -0.676
C -5.4039 1.2812 -0.0479 -0.478
C -4.7185 2.5920 -0.4638 -0.482
C -3.2651 2.2987 -0.8118 0.681
O -2.9109 2.0123 -1.9371 -0.621
N -2.4473 2.3526 0.2712 -0.613
C -1.0944 1.9999 0.3508 0.123
C -0.5546 1.8118 1.6395 -0.231
C 0.7507 1.4466 1.8005 -0.191
C 1.5863 1.2493 0.6806 0.160
N 2.8606 0.8794 0.8974 -0.515
C 3.6566 0.6886 -0.1364 0.424
N 4.9451 0.3464 0.1388 -0.414
C 5.9122 0.0237 -0.8874 -0.241
C 7.2880 -0.1467 -0.2461 -0.071
O 7.3224 -1.1799 0.7124 -0.531
C 6.1343 -1.2829 1.4826 -0.075
C 5.3313 0.0128 1.4932 -0.257
C 3.2045 0.8480 -1.4758 -0.311
C 1.9158 1.2248 -1.7247 0.076
C 1.4202 1.3906 -3.1266 -0.646
C 1.0461 1.4470 -0.6174 -0.062
C -0.2978 1.8274 -0.7582 -0.245
H -5.3302 -3.3943 -2.1004 0.211
H -3.7028 -3.8686 -2.5855 0.203
H -3.9902 -2.2488 -1.9576 0.206
H -4.6556 -3.2849 0.2568 0.190
H -4.2082 -4.8615 -0.3871 0.202
H -1.9044 -4.1217 -0.7521 0.195
H -2.3628 -4.0021 0.9512 0.185
H -1.3175 -0.6934 -1.2251 0.210
H -1.3454 -2.3065 -1.9436 0.191
H 0.9238 -1.4837 -1.4048 0.205
H 0.5163 -1.3771 0.3001 0.205
H 0.5536 -3.9683 -1.3236 0.197
H 1.8217 -3.4262 -0.2252 0.210
H 0.2352 -3.8435 0.4110 0.200
H -1.5310 -0.5841 1.1103 0.219
H -1.4239 -2.1493 1.9436 0.175
H -3.2968 -0.6707 2.7740 0.238
H -3.8737 -2.2390 2.1655 0.191
H -4.2798 -1.0071 0.0318 0.415
H -5.4226 0.5891 -0.8900 0.214
H -6.4301 1.4953 0.2576 0.238
H -5.2138 2.9990 -1.3455 0.237
H -4.7807 3.3107 0.3537 0.225
H -2.8928 2.4996 1.1698 0.426
H -1.1952 1.9539 2.4992 0.219
H 1.1738 1.2975 2.7814 0.224
H 5.9693 0.8341 -1.6217 0.206
H 5.6383 -0.9049 -1.4106 0.188
H 8.0258 -0.4172 -1.0054 0.200
H 7.5942 0.8069 0.2096 0.167
H 5.5103 -2.0916 1.0739 0.167
H 6.4391 -1.5577 2.4961 0.193
H 5.9289 0.8214 1.9316 0.191
H 4.4179 -0.0986 2.0787 0.260
H 3.8755 0.6619 -2.2993 0.213
H 0.5658 0.7402 -3.3084 0.229
H 1.0982 2.4172 -3.2941 0.230
H 2.2031 1.1499 -3.8420 0.217
H -0.7165 1.9789 -1.7377 0.253

---

(2)
71
Properties=species:S:1:pos:R:3:mulliken_charge:R:1 method="wB97M-V/def2-TZVPD" lumo_energy_ev="-12.04 / -12.04" fmax_ev_per_a=2.42 charge=+3
Au -0.1405 -0.5996 -0.1775 0.913
C -3.7657 -1.8063 -0.7752 -1.193
P -2.0157 -2.1855 -0.4436 0.840
C -2.0274 -3.4141 0.8971 -1.366
C -1.5064 -3.1219 -1.9413 -1.133
C -0.0431 -3.5334 -1.9181 -1.087
P 1.1285 -2.1422 -1.6404 0.760
C 2.7022 -2.9866 -1.2933 -1.191
C 1.3475 -1.3442 -3.2611 -1.224
H -4.3023 -2.7412 -0.9614 0.551
H -3.8519 -1.1638 -1.6506 0.401
H -4.2166 -1.3085 0.0848 0.308
H -2.6082 -4.2821 0.5750 0.477
H -2.4882 -2.9976 1.7918 0.435
H -1.0128 -3.7282 1.1406 0.399
H -1.7312 -2.4977 -2.8118 0.412
H -2.1386 -4.0171 -1.9933 0.561
H 0.2367 -3.9912 -2.8754 0.596
H 0.1364 -4.2683 -1.1274 0.452
H 2.9116 -3.6547 -2.1317 0.522
H 2.6344 -3.5704 -0.3760 0.423
H 3.5123 -2.2642 -1.1997 0.267
H 1.5970 -2.0958 -4.0148 0.487
H 2.1585 -0.6190 -3.2072 0.329
H 0.4311 -0.8351 -3.5578 0.371
C 2.9355 2.3452 -1.6775 -1.835
C 3.5782 1.2730 -0.8732 1.299
C 4.9148 0.9368 -1.0814 -0.887
C 5.5287 -0.0389 -0.3172 -0.845
C 4.8044 -0.7133 0.6687 -0.970
C 3.4669 -0.4167 0.9107 1.471
C 2.6959 -1.0938 1.9963 -1.082
C 2.8624 0.5950 0.1465 -0.933
N 1.5296 0.9298 0.3698 0.105
C 1.1546 1.9637 1.0271 0.858
C 2.0832 2.8775 1.7330 -1.694
C -0.2968 2.2453 1.0789 0.786
C -0.7454 3.6350 1.3350 -1.677
N -1.0962 1.2687 0.8734 0.132
C -2.4807 1.3507 0.9254 -0.974
C -3.1371 1.2057 2.1793 1.115
C -2.3522 0.9877 3.4210 -1.659
C -4.5236 1.3092 2.2153 -0.828
C -5.2472 1.5283 1.0572 -0.902
C -4.5891 1.6438 -0.1722 -0.881
C -3.2095 1.5475 -0.2611 1.507
C -2.4943 1.7143 -1.5649 -1.064
H 3.3691 2.3978 -2.6728 0.580
H 3.1282 3.3143 -1.2114 0.343
H 1.8562 2.2163 -1.7553 0.273
H 5.4695 1.4647 -1.8412 0.542
H 6.5661 -0.2862 -0.4857 0.472
H 5.2954 -1.4603 1.2721 0.479
H 3.2704 -1.9047 2.4345 0.481
H 1.7465 -1.4853 1.6169 0.013
H 2.4558 -0.3861 2.7900 0.323
H 3.0824 2.4532 1.8089 0.414
H 1.7194 3.1004 2.7341 0.483
H 2.1610 3.8298 1.2076 0.448
H -0.1805 4.3399 0.7287 0.460
H -0.5820 3.9129 2.3760 0.455
H -1.8050 3.7542 1.1187 0.421
H -1.4426 0.4161 3.2321 0.253
H -2.9510 0.4859 4.1784 0.532
H -2.0606 1.9507 3.8491 0.292
H -5.0296 1.2208 3.1634 0.535
H -6.3237 1.6024 1.0954 0.481
H -5.1639 1.8360 -1.0644 0.499
H -3.1965 1.7034 -2.3943 0.469
H -1.7455 0.9280 -1.7128 0.057
H -1.9689 2.6699 -1.5898 0.347